1.
Here is C28H29N3O2S in the gas phase from the Open Molecules 2025 dataset. Energies are from the ωB97M-V functional and the def2-TZVPD basis.

Positions of all 63 atoms, in Å:
H1 0.903 -0.580 -1.310
H2 3.076 -7.277 1.158
C1 0.136 -4.435 -0.007
H3 -4.851 -0.108 -0.448
H4 2.401 2.290 1.966
C2 0.470 -0.695 -0.313
C3 -0.135 2.589 3.092
C4 -1.013 -0.496 -0.353
C5 -0.165 5.392 -2.117
C6 -0.140 2.980 -1.860
H5 0.109 -8.215 0.707
C7 -3.070 -0.402 -1.597
H6 -0.795 2.884 3.904
N1 0.125 -3.061 -0.296
H7 -1.129 1.873 -3.397
H8 2.558 4.518 4.085
H9 -2.533 -3.833 -0.769
H10 1.919 -7.861 2.352
S1 1.312 0.509 0.774
C8 0.124 -7.153 0.511
C9 -0.863 2.859 -3.052
H11 -2.753 -5.387 -1.570
C10 0.205 4.259 -1.391
C11 0.943 4.385 -0.142
H12 0.117 6.360 -1.732
C12 -0.906 -5.222 -0.514
N2 0.223 1.854 -1.178
N3 1.230 3.168 0.491
H13 -1.779 3.892 -4.673
H14 -3.591 -0.431 -2.543
C13 -0.872 5.256 -3.290
H15 -0.589 -2.776 -0.953
C14 -2.022 -4.622 -1.323
C15 -3.106 -0.184 0.789
C16 -1.730 -0.325 0.824
C17 1.918 3.249 1.766
H16 -1.650 -4.202 -2.259
C18 2.262 -6.977 1.819
O1 1.301 5.433 0.357
H17 2.680 4.027 1.669
H18 1.935 -4.383 1.135
C19 0.972 3.624 2.916
H19 2.259 2.816 4.451
H20 2.657 -6.260 2.534
C20 -1.694 -0.540 -1.565
C21 -0.886 -6.581 -0.242
O2 1.699 -2.179 1.118
H21 -3.653 -0.043 1.709
C22 0.848 -2.066 0.266
C23 -1.221 3.987 -3.753
C24 1.148 -5.010 0.749
C25 -3.778 -0.221 -0.421
C26 1.152 -6.371 1.018
C27 0.863 1.983 -0.069
H22 -1.682 -7.204 -0.624
C28 1.785 3.762 4.200
H23 -1.203 -0.296 1.767
H24 1.140 4.054 5.024
H25 -0.735 2.496 2.188
H26 -1.140 -0.669 -2.484
H27 0.292 1.617 3.328
H28 0.522 4.592 2.674
H29 -1.159 6.130 -3.855

Calculated total energy ... -48909.7535 eV
Net charge ... 0
Gap between HOMO and LUMO ... 8.93 eV
SMILES ... Cc1ccc(C)c(NC(=O)[C@H](Sc2nc3ccccc3c(=O)n2CC(C)C)c2ccccc2)c1
ΔE to the lowest compared entry with this formula, charge and spin ... 0.00 kJ/mol

Charges obtained by natural (NBO) population analysis, quoted in units of e: 0.2665, 0.2205, 0.1554, 0.2160, 0.2147, -0.4338, -0.6143, -0.0396, -0.1643, 0.1689, 0.2069, -0.2070, 0.2130, -0.6085, 0.2179, 0.2117, 0.2216, 0.2149, 0.3124, -0.2178, -0.2132, 0.2280, -0.1496, 0.6577, 0.2357, -0.0457, -0.5463, -0.4456, 0.2141, 0.2154, -0.2335, 0.4185, -0.6447, -0.2032, -0.1675, -0.2198, 0.2111, -0.6260, -0.6068, 0.2388, 0.2455, -0.2268, 0.2015, 0.2198, -0.2191, -0.1930, -0.5944, 0.2148, 0.6856, -0.1775, -0.2360, -0.2184, -0.0036, 0.3292, 0.2073, -0.6026, 0.2174, 0.2134, 0.2085, 0.2136, 0.2077, 0.2182, 0.2163

---

2.
Here is a molecular structure, C35H25BrF6IrN3O3PS2Te from the Open Molecules 2025 dataset. Energies are from the ωB97M-V functional and the def2-TZVPD basis.

Positions of all 78 atoms, in Å:
H1 0.995 3.646 4.367
H2 -3.856 0.227 4.151
C1 -3.627 -0.486 2.155
C2 4.226 0.485 0.620
H3 2.845 -0.238 -5.399
C3 -0.125 -4.396 1.161
P1 1.717 -0.232 1.504
H4 -2.121 2.019 3.874
Br1 2.917 -0.297 -2.511
C4 -4.697 -1.532 2.349
H5 7.371 -0.410 1.492
C5 1.955 0.276 -5.070
C6 6.289 -0.388 1.491
C7 1.754 -2.929 0.852
F1 -4.247 -2.789 2.161
C8 -0.826 -3.378 1.796
H6 6.167 1.099 -0.050
C9 1.020 2.564 4.336
O1 -2.009 1.860 -1.830
C10 1.050 0.789 -5.986
C11 3.516 -0.343 1.481
H7 0.616 -0.135 6.343
H8 -0.820 1.857 -6.189
C12 5.615 0.459 0.625
F2 -2.557 4.693 -2.746
F3 -3.083 4.952 -0.659
C13 -0.233 -2.137 1.968
C14 -2.757 -0.582 -3.788
C15 -3.330 0.347 3.215
C16 -1.673 -1.371 -3.522
C17 0.808 0.439 5.446
N1 0.591 1.041 -3.245
F4 -4.132 3.495 -1.863
H9 -1.144 2.020 -3.755
H10 -2.250 -1.440 -7.002
C18 -1.735 1.432 1.854
H11 -3.295 -0.050 -3.018
F5 -5.754 -1.351 1.543
H12 1.696 -4.960 0.176
C19 -2.228 -1.288 -5.934
C20 -2.950 -0.332 0.913
Te1 -0.775 -1.814 -1.687
H13 1.106 -1.297 4.228
H14 2.747 -2.750 0.460
C21 0.773 1.826 5.486
H15 3.645 -1.824 3.041
H16 0.611 1.005 -7.827
F6 -5.172 -1.496 3.616
C22 -3.071 -0.536 -5.175
C23 1.062 -1.907 1.501
H17 -0.592 -5.362 1.020
S1 -1.037 -2.048 -4.970
H18 -3.899 0.027 -5.583
O2 -0.949 3.306 -0.519
H19 -1.838 -3.541 2.140
C24 -2.937 4.045 -1.626
O3 1.318 0.621 -7.297
H20 1.466 2.483 2.236
H21 -0.787 -1.342 2.452
C25 1.160 -4.173 0.690
C26 -1.870 2.988 -1.272
N2 1.197 0.639 0.295
C27 1.085 -0.215 4.253
C28 -2.370 1.341 3.070
C29 -0.079 1.445 -5.515
C30 1.293 1.915 3.143
S2 -3.369 -1.281 -0.459
C31 4.196 -1.184 2.360
H22 6.108 -1.865 3.041
H23 0.554 2.333 6.417
C32 1.318 0.522 3.097
H24 3.684 1.139 -0.052
C33 5.580 -1.208 2.362
N3 -1.985 0.614 0.827
H25 -0.988 2.191 1.664
C34 1.663 0.426 -3.730
C35 -0.262 1.541 -4.154
Ir1 -0.285 0.802 -0.841

Calculated total energy ... -174751.7912 eV
Net charge ... 0
Spin multiplicity ... 6
Gap between HOMO and LUMO (alpha / beta) ... 6.75 / 6.73 eV
ΔE to the lowest compared entry with this formula, charge and spin ... 1.38 kJ/mol

Charges obtained by Mulliken population analysis, quoted in units of e: 0.4256, 0.5189, 0.1744, -0.5210, 0.4471, -0.6338, 1.8458, 0.5218, -0.0549, 0.4556, 0.4047, -0.5329, -0.4574, -0.5955, -0.2072, -0.6040, 0.4397, -0.7666, -1.0012, 0.9861, 0.1948, 0.4448, 0.3059, -0.8480, -0.2568, -0.2427, -0.0793, -0.2496, -0.4773, 0.3532, -0.7398, -0.0843, -0.2276, 0.4634, 0.4476, -0.4041, 0.5072, -0.2334, 0.4138, -0.5141, 0.0847, 0.0694, 0.3964, 0.4210, -0.5527, 0.3801, 0.3048, -0.3269, -0.9323, 0.1065, 0.4012, -0.1235, 0.4124, -0.6514, 0.3942, 0.6762, -0.5601, 0.4130, 0.2208, -0.7459, 0.4874, -0.4063, -0.2431, -1.0632, -0.5883, -0.6071, -0.3939, -0.3389, 0.4243, 0.4104, 0.7557, 0.6357, -0.7544, -0.1442, 0.5865, 0.0384, -0.8110, 2.0052

---

3.
Here is 6 unconnected molecules or ions with the total composition H11O5S in a non-equilibrium geometry from the Open Molecules 2025 dataset. Energies are from the ωB97M-V functional and the def2-TZVPD basis.

Positions of all 17 atoms, in Å:
H1 -1.179 1.632 0.520
H2 -1.770 3.827 -0.950
O1 2.855 -2.415 -1.045
H3 -0.563 -0.570 2.264
S1 -1.471 0.887 -0.554
H4 -2.751 3.269 -0.027
H5 -0.109 -1.540 -0.200
H6 2.539 -0.108 -0.191
O2 -2.494 4.134 -0.375
H7 -0.553 -1.388 -1.486
H8 1.902 -2.488 -0.870
H9 3.407 -2.552 -0.276
O3 0.036 -2.054 -1.047
H10 -1.755 -0.535 1.282
O4 -1.402 -0.971 2.074
O5 2.025 0.163 0.581
H11 1.283 0.708 0.299

Calculated total energy ... -21253.5984 eV
Net charge ... -1
Gap between HOMO and LUMO ... 7.97 eV
ΔE to the lowest compared entry with this formula, charge and spin ... 84.38 kJ/mol

Charges obtained by natural (NBO) population analysis, quoted in units of e: 0.1020, 0.4775, -0.9909, 0.4646, -1.0462, 0.4849, 0.4988, 0.4838, -0.9693, 0.4973, 0.5160, 0.4636, -0.9958, 0.4989, -0.9926, -0.9871, 0.4944

---

4.
Here is 2 unconnected molecules or ions with the total composition C5H13IN in a non-equilibrium geometry from the Open Molecules 2025 dataset. Energies are from the ωB97M-V functional and the def2-TZVPD basis.

Positions of all 20 atoms, in Å:
C1 0.292 1.096 1.317
N1 0.019 -0.185 0.755
H1 -0.974 -0.244 0.460
H2 -1.809 1.466 1.769
H3 -0.694 2.342 2.754
H4 1.039 1.110 -2.244
C2 0.721 -0.709 -1.051
C3 -0.883 1.393 2.385
H5 -0.799 -1.828 -2.133
H6 -0.552 -2.303 -0.444
C4 0.259 0.364 -1.955
H7 -0.713 0.791 -1.800
H8 0.626 -2.764 -1.768
H9 0.256 1.898 0.610
H10 -1.061 0.531 3.021
C5 -0.033 -1.999 -1.342
H11 1.262 1.027 1.948
I1 2.735 -0.851 -0.563
H12 0.225 -0.999 1.235
H13 0.084 -0.135 -2.954

Calculated total energy ... -14978.2058 eV
Net charge ... +1
Gap between HOMO and LUMO ... 9.88 eV
ΔE to the lowest compared entry with this formula, charge and spin ... 175.07 kJ/mol

Charges obtained by natural (NBO) population analysis, quoted in units of e: -0.2507, -0.6012, 0.3992, 0.1989, 0.2383, 0.2611, 0.1300, -0.5885, 0.2442, 0.2331, -0.7667, 0.2604, 0.2751, 0.2284, 0.2225, -0.7221, 0.2347, 0.3204, 0.4096, 0.2736

---

5.
Here is 2 unconnected molecules or ions with the total composition C4H12 in a non-equilibrium geometry from the Open Molecules 2025 dataset. Energies are from the ωB97M-V functional and the def2-TZVPD basis.

Positions of all 16 atoms, in Å:
C1 -3.170 0.528 -0.436
H1 -3.557 -0.501 -0.626
H2 2.164 0.927 -0.296
H3 1.730 -0.556 -1.204
H4 -1.783 0.109 1.204
H5 -3.187 1.030 -1.434
H6 3.998 -0.755 -0.090
C2 -1.813 0.480 0.154
C3 3.065 -0.877 0.455
H7 2.810 -1.956 0.494
H8 1.016 -0.249 0.415
H9 -1.454 1.536 0.286
H10 -1.100 -0.107 -0.420
H11 -3.856 1.070 0.214
H12 3.228 -0.526 1.481
C4 1.909 -0.152 -0.199

Calculated total energy ... -4330.6263 eV
Net charge ... +1
Spin multiplicity ... 2
Gap between HOMO and LUMO (alpha / beta) ... 12.74 / 2.92 eV
ΔE to the lowest compared entry with this formula, charge and spin ... 58.44 kJ/mol

Charges obtained by natural (NBO) population analysis, quoted in units of e: -0.5799, 0.3381, 0.2510, 0.2398, 0.3523, 0.3502, 0.2301, -0.5521, -0.5895, 0.2460, 0.1865, 0.3584, 0.2566, 0.2622, 0.2397, -0.5893

---

6.
Here is C6H11N in the gas phase from the Open Molecules 2025 dataset. Energies are from the ωB97M-V functional and the def2-TZVPD basis.

Positions of all 18 atoms, in Å:
C1 0.104 0.290 1.453
C2 -0.390 1.161 -2.346
H1 1.285 0.115 -0.410
H2 0.293 1.349 1.670
N1 -1.049 -2.032 -1.002
C3 1.039 -0.583 2.287
H3 0.411 0.569 -2.801
C4 -0.640 -0.866 -0.749
H4 0.851 -1.648 2.109
C5 -0.818 0.563 -1.023
H5 0.909 -0.391 3.357
H6 -0.021 2.184 -2.210
C6 0.260 0.055 -0.036
H7 -1.225 1.187 -3.053
H8 -0.939 0.092 1.737
H9 -1.677 1.043 -0.551
H10 2.089 -0.384 2.040
H11 -0.484 -2.703 -0.473

Calculated total energy ... -7888.9316 eV
Net charge ... 0
Gap between HOMO and LUMO ... 10.24 eV
SMILES ... [H]/N=C1/[C@H](C)[C@H]1CC
ΔE to the lowest compared entry with this formula, charge and spin ... 154.36 kJ/mol

Charges obtained by natural (NBO) population analysis, quoted in units of e: -0.3892, -0.5981, 0.2217, 0.2027, -0.5918, -0.6013, 0.2107, 0.3217, 0.2034, -0.2835, 0.2123, 0.2094, -0.3014, 0.2191, 0.2044, 0.2236, 0.2030, 0.3335

---

7.
Here is a gas-phase ion, C5H16N2 (charge +2) in a non-equilibrium geometry from the Open Molecules 2025 dataset. Energies are from the ωB97M-V functional and the def2-TZVPD basis.

Positions of all 23 atoms, in Å:
H1 1.418 -1.591 0.020
C1 2.198 -0.504 1.575
H2 -3.155 0.623 -3.129
H3 -1.169 1.538 -1.821
H4 0.016 1.112 0.469
H5 -0.822 0.207 -2.841
H6 1.456 0.229 3.421
H7 -3.117 -0.676 -2.193
N1 -2.869 0.308 -2.207
C2 0.989 -0.868 0.724
C3 0.261 0.206 -0.091
N2 1.991 0.559 2.615
H8 0.250 -1.451 1.290
H9 1.428 1.353 2.301
H10 2.880 0.940 2.943
H11 -3.415 0.780 -1.481
C4 -0.993 -0.409 -0.752
H12 -0.766 -1.423 -1.086
H13 -1.744 -0.484 0.039
H14 1.041 0.564 -0.781
C5 -1.389 0.479 -1.954
H15 2.613 -1.402 2.027
H16 2.978 -0.116 0.915

Calculated total energy ... -8408.9914 eV
Net charge ... +2
Gap between HOMO and LUMO ... 12.91 eV
SMILES ... [NH3+]CCCCC[NH3+]
ΔE to the lowest compared entry with this formula, charge and spin ... 5.56 kJ/mol

Charges obtained by natural (NBO) population analysis, quoted in units of e: 0.2532, -0.2300, 0.4573, 0.2385, 0.1990, 0.2491, 0.4485, 0.4453, -0.6626, -0.4264, -0.4054, -0.6685, 0.2230, 0.4396, 0.4608, 0.4508, -0.4318, 0.2392, 0.2271, 0.2248, -0.2248, 0.2598, 0.2334

---

8.
Here is 2 unconnected molecules or ions with the total composition C3H7FSi in a non-equilibrium geometry from the Open Molecules 2025 dataset. Energies are from the ωB97M-V functional and the def2-TZVPD basis.

Positions of all 12 atoms, in Å:
Si1 -0.353 -2.042 -1.598
H1 -0.759 1.849 -1.119
H2 0.948 -1.179 0.285
C1 -0.574 1.688 -0.076
C2 0.447 2.332 0.494
H3 -1.301 1.062 0.483
H4 0.827 -2.790 -1.969
C3 -0.022 -1.883 0.256
F1 -1.152 -1.342 0.905
H5 0.066 -2.809 0.905
H6 0.738 2.194 1.538
H7 1.135 2.919 -0.103

Calculated total energy ... -13815.7136 eV
Net charge ... 0
Gap between HOMO and LUMO ... 7.84 eV
ΔE to the lowest compared entry with this formula, charge and spin ... 179.41 kJ/mol

Charges obtained by natural (NBO) population analysis, quoted in units of e: 0.7907, 0.1902, 0.2090, -0.4000, -0.3922, 0.2159, -0.2948, -0.5230, -0.3983, 0.2194, 0.1933, 0.1899